19
Properties=species:S:1:pos:R:3:forces:R:3 method="wB97M-V/def2-TZVPD" orbital_gap_ev=10.583 smiles="C=NCC[C@@H](C)N" energy_ha=-307.16122 e_above_lowest_kj_mol=178.8
C 0.101 -2.366 2.112 -0.3 0.6 -0.5
N 0.296 -1.260 1.532 0.0 -0.4 0.1
C -0.854 -0.483 1.184 -1.4 1.0 -2.2
C -0.741 -0.177 -0.366 0.6 0.7 1.4
C 0.532 0.624 -0.592 1.4 -0.6 -1.8
C 0.756 0.933 -2.100 -1.4 0.6 0.5
N 0.700 1.839 0.255 -1.0 -0.2 -1.3
H 0.915 -3.084 2.104 0.0 0.0 0.6
H -0.899 -2.580 2.503 0.1 -0.6 0.0
H -0.965 0.515 1.610 0.6 -0.2 0.7
H -1.849 -0.942 1.273 0.3 -0.5 0.6
H -1.607 0.375 -0.750 -0.1 -0.1 0.2
H -0.646 -1.109 -0.903 -0.1 -0.3 -0.3
H 1.333 -0.082 -0.427 0.4 0.0 0.9
H 1.092 0.081 -2.688 0.2 0.0 0.2
H 1.426 1.790 -2.175 0.3 -0.3 -0.3
H -0.207 1.243 -2.533 0.2 0.1 -0.1
H -0.266 2.092 0.372 -0.8 0.3 1.1
H 0.884 2.592 -0.412 0.9 -0.1 0.2